Version w
This record from OMol25 describes the molecule C3H6ClN. The level of theory is ωB97M-V/def2-TZVPD.

Properties
HOMO (eV): -9.53
Molecular weight (g/mol): 91.54
Total charge: 0
SMILES: ClC[C@@H]1CN1

Last columns: bonded neighbours and bond lengths (Å).
Cartesian coordinates (Å):
1 C -1.10 0.76 0.07  C2 1.491, H4 1.102, H5 1.050, Cl11 1.811
2 C 0.34 0.40 -0.09  C1 1.491, C3 1.515, H6 1.099, N10 1.434
3 C 0.68 -1.05 -0.37  C2 1.515, H7 1.058, H8 1.053, N10 1.474
4 H -1.37 1.17 -0.91  C1 1.102
5 H -1.22 1.33 0.95  C1 1.050
6 H 0.80 1.24 -0.62  C2 1.099
7 H 1.49 -1.08 -1.06  C3 1.058
8 H -0.22 -1.59 -0.27  C3 1.053
9 H 1.97 -0.19 1.15  N10 1.073
10 N 0.94 -0.41 0.93  C2 1.434, C3 1.474, H9 1.073
11 Cl -2.32 -0.57 0.23  C1 1.811

=====

Version x
This record from OMol25 describes the molecule C3H6ClN. The level of theory is ωB97M-V/def2-TZVPD.

Properties
HOMO (eV): -9.49
Molecular weight (g/mol): 91.54
Total charge: 0
SMILES: Cl[C@H]1CCN1

Last columns: bonded neighbours and bond lengths (Å).
Cartesian coordinates (Å):
1 C 0.35 0.28 -0.83  C2 1.610, C3 1.546, H6 1.095, H7 1.099
2 C -0.52 1.10 0.25  C1 1.610, N4 1.780, H8 1.117, H9 1.068
3 C 0.24 -1.01 0.02  C1 1.546, N4 1.399, Cl5 1.808, H10 1.153
4 N -0.40 -0.44 1.13  C2 1.780, C3 1.399, H11 1.007
5 Cl -0.85 -2.16 -0.84  C3 1.808
6 H 0.11 0.35 -1.90  C1 1.095
7 H 1.29 0.79 -0.59  C1 1.099
8 H 0.10 1.92 0.68  C2 1.117
9 H -1.57 1.21 0.12  C2 1.068
10 H 1.16 -1.70 -0.03  C3 1.153
11 H 0.09 -0.32 2.00  N4 1.007

=====

version w wins, 11.9 kcal/mol ahead of the next structure.

=====

Version w
This record from OMol25 describes the molecule C5H10N2OS. The level of theory is ωB97M-V/def2-TZVPD.

Properties
HOMO (eV): -8.79
Molecular weight (g/mol): 146.22
Total charge: 0

Last columns: bonded neighbours and bond lengths (Å).
Cartesian coordinates (Å):
1 C -1.82 -1.19 -0.31  C5 1.433, N6 1.150
2 C -2.11 1.23 -1.11  C5 1.598, H10 1.021, H11 1.167, H12 1.078
3 C -0.79 0.53 1.00  C5 1.453, H13 1.082, H14 1.063, H15 1.078
4 C 2.26 -1.11 0.36  N7 1.464, H16 1.052, H17 1.114, H18 1.075
5 C -1.27 0.13 -0.31  C1 1.433, C2 1.598, C3 1.453, S9 2.094
6 N -2.23 -2.26 -0.17  C1 1.150
7 N 1.21 -1.45 -0.59  C4 1.464, S9 1.690, H19 0.984
8 O 1.24 0.93 -1.01  S9 1.433
9 S 0.46 -0.20 -1.44  C5 2.094, N7 1.690, O8 1.433
10 H -1.59 2.07 -0.85  C2 1.021
11 H -1.96 1.01 -2.24  C2 1.167
12 H -3.15 1.12 -0.84  C2 1.078
13 H 0.23 0.89 1.10  C3 1.082
14 H -0.67 -0.33 1.61  C3 1.063
15 H -1.41 1.34 1.37  C3 1.078
16 H 2.22 -0.07 0.53  C4 1.052
17 H 2.09 -1.61 1.34  C4 1.114
18 H 3.26 -1.47 0.15  C4 1.075
19 H 0.71 -2.26 -0.33  N7 0.984

=====

Version x
This record from OMol25 describes the molecule C5H10N2OS. The level of theory is ωB97M-V/def2-TZVPD.

Properties
HOMO (eV): -9.07
Molecular weight (g/mol): 146.22
Total charge: 0
SMILES: C[C@@H]1N=N[C@H](C)[C@H]1SO

Last columns: bonded neighbours and bond lengths (Å).
Cartesian coordinates (Å):
1 C -0.48 0.10 0.15  C2 1.531, C3 1.571, S9 1.896, H10 1.136
2 C 0.81 -0.40 0.81  C1 1.531, C4 1.529, N6 1.531, H11 1.176
3 C -0.01 1.43 -0.54  C1 1.571, C5 1.527, N7 1.495, H12 1.056
4 C 1.19 -1.85 0.55  C2 1.529, H13 1.131, H14 1.152, H15 1.142
5 C -0.44 1.52 -2.00  C3 1.527, H16 1.141, H17 1.126, H18 1.108
6 N 1.92 0.45 0.20  C2 1.531, N7 1.198
7 N 1.48 1.31 -0.51  C3 1.495, N6 1.198
8 O -2.10 -0.66 2.39  S9 1.664, H19 1.057
9 S -2.01 0.50 1.20  C1 1.896, O8 1.664
10 H -0.69 -0.64 -0.69  C1 1.136
11 H 0.89 -0.17 1.96  C2 1.176
12 H -0.09 2.32 0.02  C3 1.056
13 H 0.56 -2.22 -0.32  C4 1.131
14 H 0.85 -2.50 1.44  C4 1.152
15 H 2.32 -2.00 0.56  C4 1.142
16 H -0.74 0.44 -2.23  C5 1.141
17 H 0.50 1.72 -2.59  C5 1.126
18 H -1.31 2.10 -2.36  C5 1.108
19 H -2.65 -1.46 1.97  O8 1.057

=====

version w wins, 8.1 kcal/mol ahead of the next structure.

=====

Version w
This record from OMol25 describes a cluster of 3 separate species, C6H19N2O2 in total. The level of theory is ωB97M-V/def2-TZVPD.

Properties
HOMO (eV): -12.88
Molecular weight (g/mol): 151.23
Total charge: +1

Last columns: bonded neighbours and bond lengths (Å).
Cartesian coordinates (Å):
1 N -2.36 1.59 -1.22  C2 1.508, H9 1.015, H10 1.065, H11 1.031
2 C -2.53 0.37 -0.35  N1 1.508, C3 1.556, H12 1.107, H13 1.121
3 C -1.28 -0.53 -0.57  C2 1.556, N4 1.480, H14 1.111, H15 1.123
4 N -0.12 0.34 -0.84  C3 1.480, C5 1.508, C8 1.464
5 C 0.67 0.46 0.43  N4 1.508, C6 1.521, H16 1.108, H17 1.112
6 C 1.82 -0.52 0.27  C5 1.521, C7 1.616, H18 1.085, H19 1.166
7 C 2.13 -0.56 -1.31  C6 1.616, C8 1.526, H20 1.123, H21 1.073
8 C 0.77 -0.17 -1.88  N4 1.464, C7 1.526, H22 1.141, H23 1.130
9 H -2.82 2.42 -0.86  N1 1.015
10 H -1.32 1.81 -1.30  N1 1.065
11 H -2.82 1.34 -2.11  N1 1.031
12 H -3.50 -0.14 -0.52  C2 1.107
13 H -2.56 0.62 0.75  C2 1.121
14 H -1.06 -1.21 0.28  C3 1.111
15 H -1.45 -1.05 -1.54  C3 1.123
16 H 0.04 0.37 1.34  C5 1.108
17 H 1.04 1.51 0.47  C5 1.112
18 H 2.79 -0.22 0.65  C6 1.085
19 H 1.67 -1.63 0.61  C6 1.166
20 H 2.48 -1.58 -1.63  C7 1.123
21 H 2.97 0.11 -1.38  C7 1.073
22 H 0.39 -1.08 -2.47  C8 1.141
23 H 1.00 0.64 -2.63  C8 1.130
24 H 1.58 -4.62 0.82  O26 0.957
25 H 1.46 -3.99 2.30  O26 0.956
26 O 1.05 -4.12 1.45  H24 0.957, H25 0.956
27 H -0.77 3.72 3.01  O29 0.959
28 H 0.08 2.52 3.68  O29 0.955
29 O 0.01 3.16 2.98  H27 0.959, H28 0.955

=====

Version x
This record from OMol25 describes a cluster of 3 separate species, C6H19N2O2 in total. The level of theory is ωB97M-V/def2-TZVPD.

Properties
HOMO (eV): -12.68
Molecular weight (g/mol): 151.23
Total charge: +1

Last columns: bonded neighbours and bond lengths (Å).
Cartesian coordinates (Å):
1 N -2.11 0.73 -2.05  C2 1.486, H9 1.008, H10 1.042, H11 1.013
2 C -2.16 1.21 -0.65  N1 1.486, C3 1.523, H12 1.084, H13 1.088
3 C -1.23 0.29 0.14  C2 1.523, N4 1.471, H14 1.092, H15 1.092
4 N -0.03 0.09 -0.70  C3 1.471, C5 1.478, C8 1.478
5 C 1.05 1.06 -0.41  N4 1.478, C6 1.534, H16 1.085, H17 1.093
6 C 1.98 0.41 0.62  C5 1.534, C7 1.538, H18 1.088, H19 1.090
7 C 1.69 -1.10 0.55  C6 1.538, C8 1.537, H20 1.089, H21 1.086
8 C 0.59 -1.24 -0.52  N4 1.478, C7 1.537, H22 1.086, H23 1.093
9 H -2.35 1.46 -2.71  N1 1.008
10 H -1.11 0.44 -2.17  N1 1.042
11 H -2.72 -0.07 -2.18  N1 1.013
12 H -3.18 1.23 -0.28  C2 1.084
13 H -1.78 2.23 -0.62  C2 1.088
14 H -1.04 0.74 1.12  C3 1.092
15 H -1.68 -0.67 0.37  C3 1.092
16 H 0.67 2.02 -0.06  C5 1.085
17 H 1.57 1.26 -1.35  C5 1.093
18 H 3.02 0.68 0.41  C6 1.088
19 H 1.77 0.81 1.61  C6 1.090
20 H 1.33 -1.47 1.51  C7 1.089
21 H 2.57 -1.67 0.27  C7 1.086
22 H -0.14 -2.00 -0.26  C8 1.086
23 H 1.01 -1.57 -1.47  C8 1.093
24 H 1.07 -4.85 -0.25  O26 0.968
25 H 0.67 -4.56 1.18  O26 0.941
26 O 0.68 -4.18 0.32  H24 0.968, H25 0.941
27 H 0.10 3.62 2.23  O29 0.965
28 H -0.08 2.42 3.15  O29 0.980
29 O -0.16 2.69 2.21  H27 0.965, H28 0.980

=====

version x wins, 31.0 kcal/mol ahead of the next structure.

=====

Version w
This record from OMol25 describes a cluster of 2 separate species, C2H5FSi in total. The level of theory is ωB97M-V/def2-TZVPD.

Properties
HOMO (eV): -10.90
Molecular weight (g/mol): 76.15
Total charge: 0

Last columns: bonded neighbours and bond lengths (Å).
Cartesian coordinates (Å):
1 C 0.11 -0.93 -1.32  C2 1.286, H5 1.138, H6 1.037
2 C 0.33 -0.10 -0.36  C1 1.286, Si4 1.891
3 F 1.82 0.90 -0.51  no bonds
4 Si -0.47 0.56 1.22  C2 1.891, H7 1.468, H8 1.411, H9 1.436
5 H -0.72 -1.69 -1.40  C1 1.138
6 H 0.83 -0.85 -2.06  C1 1.037
7 H -1.12 1.80 0.76  Si4 1.468
8 H -1.29 -0.56 1.46  Si4 1.411
9 H 0.52 0.87 2.21  Si4 1.436

=====

Version x
This record from OMol25 describes a cluster of 2 separate species, C2H5FSi in total. The level of theory is ωB97M-V/def2-TZVPD.

Properties
HOMO (alpha / beta) (eV): -8.56 / -8.20
Molecular weight (g/mol): 76.15
Total charge: 0

Last columns: bonded neighbours and bond lengths (Å).
Cartesian coordinates (Å):
1 C -0.16 -1.83 -0.58  C2 1.324, H5 1.074, H6 1.060
2 C 0.64 -1.00 0.06  C1 1.324, F3 1.378
3 F 1.65 -1.28 0.96  C2 1.378
4 Si -0.24 1.92 0.20  H7 1.432, H8 1.532, H9 1.547
5 H -0.89 -1.44 -1.27  C1 1.074
6 H -0.05 -2.85 -0.32  C1 1.060
7 H -1.13 1.85 -0.92  Si4 1.432
8 H -0.99 2.07 1.53  Si4 1.532
9 H 1.17 2.54 0.35  Si4 1.547

=====

version w wins, 47.7 kcal/mol ahead of the next structure.

=====

Version w
This record from OMol25 describes a cluster of 2 separate species, CH4O3S in total. The level of theory is ωB97M-V/def2-TZVPD.

Properties
HOMO (eV): -10.06
Molecular weight (g/mol): 96.11
Total charge: 0

Last columns: bonded neighbours and bond lengths (Å).
Cartesian coordinates (Å):
1 C -0.21 -0.09 0.06  O2 1.379, O3 1.397, O4 1.349
2 O -0.60 -0.02 -1.26  C1 1.379, H7 1.023
3 O 0.51 -1.27 0.25  C1 1.397, H8 0.954
4 O 0.24 1.03 0.67  C1 1.349, S5 1.700
5 S 1.28 2.00 -0.25  O4 1.700, H9 1.427
6 H -1.60 -0.18 0.65  no bonds
7 H 0.23 0.31 -1.76  O2 1.023
8 H 0.29 -1.90 -0.43  O3 0.954
9 H 0.23 2.93 -0.53  S5 1.427

=====

Version x
This record from OMol25 describes the molecule CH4O3S. The level of theory is ωB97M-V/def2-TZVPD.

Properties
HOMO (eV): -8.89
Molecular weight (g/mol): 96.11
Total charge: 0
SMILES: CSOOO

Last columns: bonded neighbours and bond lengths (Å).
Cartesian coordinates (Å):
1 C -0.32 0.33 0.75  S5 1.825, H6 1.008, H7 1.209, H8 1.140
2 O 2.55 0.86 0.30  O3 1.316, H9 0.953
3 O 2.82 -0.28 -0.30  O2 1.316, O4 1.502
4 O 1.72 -1.19 0.16  O3 1.502, S5 1.606
5 S 0.16 -1.12 -0.24  C1 1.825, O4 1.606
6 H -1.33 0.34 0.73  C1 1.008
7 H 0.20 1.33 0.31  C1 1.209
8 H 0.15 0.23 1.79  C1 1.140
9 H 3.04 0.87 1.12  O2 0.953

=====

version w wins, 87.8 kcal/mol ahead of the next structure.

=====

Version w
This record from OMol25 describes a cluster of 2 separate species, CH4O3S in total. The level of theory is ωB97M-V/def2-TZVPD.

Properties
HOMO (eV): -7.60
Molecular weight (g/mol): 96.11
Total charge: 0

Last columns: bonded neighbours and bond lengths (Å).
Cartesian coordinates (Å):
1 C -1.23 -1.39 0.58  O2 1.313, O4 1.267, H6 1.083
2 O -0.81 -1.09 -0.63  C1 1.313, H7 0.991
3 O 0.67 1.42 -0.51  H8 0.957, H9 0.959
4 O -1.11 -0.53 1.50  C1 1.267, S5 1.666
5 S -1.55 -0.67 3.10  O4 1.666
6 H -1.66 -2.37 0.72  C1 1.083
7 H -0.40 -0.19 -0.64  O2 0.991
8 H 0.56 2.12 0.13  O3 0.957
9 H 1.61 1.20 -0.54  O3 0.959

=====

Version x
This record from OMol25 describes a cluster of 2 separate species, CH4O3S in total. The level of theory is ωB97M-V/def2-TZVPD.

Properties
HOMO (eV): -9.85
Molecular weight (g/mol): 96.11
Total charge: 0

Last columns: bonded neighbours and bond lengths (Å).
Cartesian coordinates (Å):
1 C 1.77 0.05 0.10  O2 1.293, O3 1.174, H6 1.197
2 O 1.29 -1.15 0.05  C1 1.293, H7 1.001
3 O 1.23 1.09 0.17  C1 1.174
4 O -1.67 -0.91 -0.35  S5 1.476
5 S -2.14 0.34 0.26  O4 1.476, H8 1.335, H9 1.292
6 H 2.95 0.04 0.31  C1 1.197
7 H 0.31 -1.35 0.04  O2 1.001
8 H -0.98 0.98 0.15  S5 1.335
9 H -2.76 0.91 -0.72  S5 1.292

=====

Version y
This record from OMol25 describes a cluster of 2 separate species, CH4O3S in total. The level of theory is ωB97M-V/def2-TZVPD.

Properties
HOMO (alpha / beta) (eV): -8.52 / -8.52
Molecular weight (g/mol): 96.11
Total charge: 0

Last columns: bonded neighbours and bond lengths (Å).
Cartesian coordinates (Å):
1 C -0.34 -0.31 0.13  O2 1.367, O3 1.324, O4 1.341
2 O -1.04 0.34 -0.84  C1 1.367, H7 0.933
3 O -0.44 -1.63 0.08  C1 1.324, H8 0.959
4 O 0.81 0.12 0.68  C1 1.341, S5 1.712
5 S 2.21 0.15 -0.29  O4 1.712, H9 1.264
6 H -1.23 0.42 1.71  no bonds
7 H -1.28 1.18 -0.52  O2 0.933
8 H -0.88 -1.69 -0.77  O3 0.959
9 H 2.19 1.41 -0.18  S5 1.264

=====

version x wins, 2.9 kcal/mol ahead of the next structure.